1.
Density functional theory data (the ωB97M-V functional and the def2-TZVPD basis) for a molecular structure, C32H35AsF3HfN5OSSi2 at a distorted geometry.

* highest occupied orbital energy: -12.0 eV
* HOMO-LUMO gap: 5.4 eV
* lowest unoccupied orbital energy: -6.7 eV
* max |F|: 2.30 eV/A
* total charge: +2

XYZ file:
```
81
Properties=species:S:1:pos:R:3:forces:R:3
Hf -0.940 0.932 -1.541 -1.0 -2.1 0.3
F -5.856 0.829 -2.145 -0.1 0.1 0.1
C -5.723 -0.365 -2.731 0.1 -0.2 -0.1
F -5.876 -1.307 -1.796 0.0 0.0 0.0
F -6.702 -0.497 -3.625 0.0 0.0 0.0
C -4.371 -0.479 -3.404 0.0 0.0 -0.3
C -4.277 -0.722 -4.760 0.0 0.1 -0.1
C -3.027 -0.752 -5.379 -0.1 -0.1 -0.1
C -1.914 -0.489 -4.625 0.2 0.1 0.0
N -1.994 -0.283 -3.300 0.3 0.2 0.5
C -3.186 -0.315 -2.689 0.0 0.0 0.4
S -3.140 -0.120 -0.933 0.5 0.7 0.0
H -5.179 -0.874 -5.339 0.0 0.0 0.0
H -2.931 -0.958 -6.437 0.0 0.0 0.1
H -0.926 -0.444 -5.066 0.0 0.0 0.0
C 4.248 -7.800 7.934 0.0 0.2 0.0
O 4.304 -6.371 7.987 0.0 -0.2 0.0
C 3.796 -5.681 6.957 0.0 -0.1 0.1
C 3.865 -4.288 7.060 0.0 0.1 0.0
C 3.367 -3.500 6.051 0.0 0.1 0.1
C 2.787 -4.072 4.913 -0.1 0.2 -0.2
C 2.727 -5.457 4.820 0.0 -0.2 -0.1
C 3.224 -6.265 5.829 -0.1 0.0 -0.2
C 2.246 -3.261 3.826 0.1 -0.1 0.1
N 1.710 -3.722 2.711 -0.1 0.1 -0.1
C 1.352 -2.617 2.004 -0.1 -0.4 -0.3
C 1.662 -1.460 2.672 0.1 0.3 0.4
N 2.238 -1.888 3.844 0.0 0.2 0.0
C 1.379 -0.169 2.151 0.1 0.0 0.4
C 1.663 1.058 2.788 0.1 -0.1 0.1
C 1.353 2.245 2.176 0.1 0.1 0.1
C 0.727 2.215 0.935 0.0 0.0 0.0
N 0.424 1.073 0.327 -0.4 0.0 -0.8
C 0.765 -0.119 0.893 0.0 0.2 -0.1
C 0.500 -1.319 0.145 0.0 0.2 -0.2
N 0.018 -1.188 -1.125 0.0 0.5 -0.2
C -0.216 -2.286 -1.832 0.1 0.0 0.1
C -0.024 -3.570 -1.322 0.0 -0.1 -0.1
C 0.463 -3.714 -0.052 0.1 -0.1 0.1
C 0.764 -2.566 0.701 0.0 -0.3 0.1
H 4.693 -8.149 8.857 0.0 0.0 0.1
H 4.821 -8.180 7.087 0.0 0.0 0.0
H 3.216 -8.147 7.872 0.0 0.0 0.0
H 4.317 -3.858 7.945 0.0 0.0 -0.1
H 3.440 -2.423 6.165 0.0 -0.1 0.0
H 2.281 -5.902 3.939 0.0 0.0 0.1
H 3.165 -7.340 5.730 0.0 0.1 0.0
H 2.596 -1.321 4.593 0.0 0.0 0.0
H 2.137 1.062 3.764 0.0 0.0 -0.1
H 1.572 3.198 2.641 0.0 -0.1 0.0
H 0.463 3.128 0.421 -0.1 0.1 0.0
H -0.563 -2.148 -2.841 -0.1 0.0 -0.1
H -0.258 -4.426 -1.940 0.0 0.0 0.0
H 0.638 -4.688 0.391 0.0 0.1 0.0
C 1.838 2.664 -4.206 0.4 -0.2 -0.1
Si 0.535 3.974 -4.110 -0.4 -0.3 -0.1
C 1.111 5.449 -3.178 0.1 0.3 0.3
C -0.167 4.428 -5.750 -0.1 0.0 -0.3
As -1.345 2.885 -3.069 0.6 0.8 0.3
Si -2.237 4.432 -1.430 -0.1 -0.5 0.1
C -3.337 3.391 -0.343 -0.3 0.1 0.1
C -3.125 5.638 -2.496 -0.1 0.2 -0.3
C -1.060 5.270 -0.263 0.2 0.2 0.1
H 2.602 2.928 -4.948 -0.1 0.0 0.1
H 1.405 1.707 -4.509 0.1 0.0 0.0
H 2.342 2.539 -3.241 0.0 0.0 -0.1
H 1.836 5.985 -3.802 -0.1 0.0 0.1
H 1.608 5.177 -2.243 0.0 0.1 0.0
H 0.291 6.137 -2.957 0.1 0.0 0.0
H 0.489 5.093 -6.320 0.0 -0.1 0.0
H -1.125 4.931 -5.604 0.0 0.1 -0.1
H -0.354 3.530 -6.345 0.0 0.1 0.0
H -4.129 2.873 -0.888 0.1 0.0 0.1
H -3.809 4.015 0.428 0.1 0.0 -0.1
H -2.752 2.642 0.204 0.0 0.0 0.1
H -3.708 5.117 -3.257 0.0 0.1 0.0
H -2.402 6.280 -3.008 -0.1 0.0 0.0
H -3.796 6.277 -1.914 0.1 0.0 0.0
H -0.976 4.698 0.663 0.0 0.0 0.0
H -1.490 6.243 0.004 0.1 -0.1 0.0
H -0.066 5.457 -0.665 0.0 0.0 0.0
```
Forces are in eV/Å.

***

2.
Density functional theory data (the ωB97M-V functional and the def2-TZVPD basis) for a molecular structure, C32H35BIrN8PS2Se2Si.

* highest occupied orbital energy (alpha / beta): -10.0 / -10.7 eV
* HOMO-LUMO gap (alpha / beta): 7.7 / 5.9 eV
* lowest unoccupied orbital energy (alpha / beta): -2.2 / -4.8 eV
* max |F|: 0.75 eV/A
* 2S+1: 6
* total charge: +1

XYZ file:
```
83
Properties=species:S:1:pos:R:3:forces:R:3
Ir 0.122 1.260 0.086 -0.4 -0.1 -0.2
B -2.779 1.892 1.940 0.0 -0.1 0.1
N -1.718 3.026 2.067 0.0 -0.1 0.0
C -1.833 4.182 2.735 -0.1 0.0 0.0
C -0.646 4.880 2.636 0.0 0.0 0.0
C 0.169 4.055 1.868 0.0 0.0 0.0
N -0.478 2.938 1.534 0.0 0.1 0.1
N -2.999 1.618 0.421 0.0 0.0 0.1
C -4.140 1.625 -0.280 0.0 0.0 0.0
C -3.870 1.259 -1.587 0.0 0.0 0.0
C -2.499 1.035 -1.608 0.0 0.0 -0.1
N -1.991 1.256 -0.393 0.0 0.0 0.0
H -3.816 2.277 2.408 0.0 0.0 0.0
H -2.363 0.884 2.470 0.0 0.0 0.0
H -2.754 4.422 3.239 0.0 0.0 0.0
H -0.405 5.837 3.061 0.0 0.0 0.0
H 1.182 4.218 1.543 0.0 0.0 0.0
H -5.066 1.880 0.204 0.0 0.0 0.0
H -4.562 1.160 -2.402 0.0 0.0 0.0
H -1.858 0.742 -2.424 0.0 0.0 0.0
Se -0.280 -0.537 1.488 0.2 0.1 0.0
P -1.210 -2.284 -1.427 -0.1 -0.3 -0.7
Se -0.937 -2.261 -3.553 0.0 0.1 0.3
C -0.319 -3.698 -0.687 -0.1 0.0 0.1
C 0.738 -4.331 -1.337 0.0 0.0 0.0
C 1.425 -5.360 -0.709 0.0 0.0 0.0
C 1.064 -5.768 0.567 0.0 0.0 0.0
C 0.014 -5.139 1.221 0.0 0.0 0.0
C -0.669 -4.103 0.601 0.0 0.0 0.0
C -2.965 -2.566 -1.040 0.0 0.0 0.2
C -3.759 -3.433 -1.789 0.0 0.0 0.0
C -5.081 -3.642 -1.438 0.0 0.0 0.0
C -5.625 -2.991 -0.337 0.0 0.0 0.0
C -4.841 -2.130 0.415 0.0 0.0 0.0
C -3.516 -1.918 0.062 0.0 0.0 0.0
H 1.004 -4.030 -2.342 0.0 0.0 0.0
H 2.234 -5.856 -1.229 0.0 0.0 0.0
H 1.590 -6.583 1.046 0.0 0.0 0.0
H -0.285 -5.463 2.209 0.0 0.0 0.0
H -1.485 -3.616 1.123 0.0 0.0 0.0
H -3.340 -3.946 -2.645 0.0 0.0 0.0
H -5.690 -4.319 -2.022 0.0 0.0 0.0
H -6.660 -3.154 -0.070 0.0 0.0 0.0
H -5.257 -1.622 1.275 0.0 0.0 0.0
H -2.916 -1.234 0.652 0.0 0.0 0.0
N 2.031 -1.503 -1.266 0.1 0.0 0.0
C 2.189 -0.354 -1.923 -0.2 0.0 0.1
N 1.457 0.727 -1.709 0.2 -0.1 0.0
C 1.794 1.737 -2.602 0.0 0.1 0.1
C 2.784 1.438 -3.463 0.0 -0.1 0.0
S 3.340 -0.177 -3.193 0.1 0.0 -0.1
C 1.019 2.970 -2.503 0.1 -0.1 0.0
C 1.053 4.040 -3.320 0.0 0.0 0.1
S -0.147 5.182 -2.837 0.0 0.1 -0.1
C -0.630 4.125 -1.558 0.0 -0.1 0.1
N 0.086 3.022 -1.477 0.1 0.0 0.0
N -1.650 4.441 -0.752 -0.1 0.0 0.0
H 1.445 -1.509 -0.443 0.0 0.0 0.0
H 2.718 -2.235 -1.336 0.0 0.0 0.0
H 3.209 2.049 -4.238 0.0 0.0 0.0
H 1.682 4.218 -4.173 0.0 0.0 0.0
H -2.194 5.268 -0.918 0.0 0.0 0.0
H -1.969 3.787 -0.056 0.0 0.0 0.0
C 3.084 2.661 0.444 0.1 0.1 -0.1
Si 2.250 1.269 1.387 0.0 0.0 0.3
C 2.050 1.655 3.194 -0.1 0.0 0.1
C 3.318 -0.268 1.273 0.1 -0.1 0.0
C 4.592 -0.188 0.704 -0.1 -0.1 -0.1
C 5.443 -1.287 0.673 0.0 0.0 0.0
C 5.033 -2.499 1.205 0.0 0.0 0.0
C 3.777 -2.602 1.787 0.0 0.0 0.0
C 2.942 -1.497 1.830 0.0 0.1 0.1
H 3.732 3.212 1.131 0.0 0.0 0.0
H 2.378 3.366 0.006 0.0 0.0 0.0
H 3.694 2.272 -0.370 0.0 0.0 -0.1
H 2.969 1.367 3.708 0.0 0.0 0.0
H 1.225 1.100 3.642 0.0 0.0 0.0
H 1.869 2.712 3.378 0.0 0.0 0.0
H 4.944 0.741 0.276 0.0 0.0 0.0
H 6.426 -1.194 0.231 0.0 0.0 0.0
H 5.695 -3.354 1.182 0.0 0.0 0.0
H 3.449 -3.541 2.215 0.0 0.0 0.0
H 1.982 -1.610 2.319 0.0 0.0 0.0
```
Forces are in eV/Å.

***

3.
Density functional theory data (the ωB97M-V functional and the def2-TZVPD basis) for a molecular structure, C32H35BN10O4S2Ti at a distorted geometry.

* highest occupied orbital energy (alpha / beta): -4.4 / -4.7 eV
* HOMO-LUMO gap (alpha / beta): 6.6 / 6.7 eV
* lowest unoccupied orbital energy (alpha / beta): 2.1 / 2.0 eV
* max |F|: 3.52 eV/A
* 2S+1: 2
* energy above the lowest of the compared OMol25 structures with the same formula, charge and spin: 1.932 eV
* total charge: -1

XYZ file:
```
85
Properties=species:S:1:pos:R:3:forces:R:3
Ti 0.622 -0.162 -0.903 1.6 0.2 2.0
C -0.781 -0.075 4.142 -0.1 0.0 -0.2
C -0.614 1.228 3.427 0.0 0.2 -0.2
C -0.495 2.515 3.979 0.0 0.1 0.0
C -0.358 3.354 2.893 0.0 0.1 0.1
C -0.193 4.839 2.888 0.0 -0.1 -0.1
N -0.398 2.592 1.776 0.2 0.1 0.0
N -0.556 1.292 2.105 -0.1 -0.3 0.1
B -0.063 3.076 0.339 0.1 -0.4 0.2
N 1.324 2.503 -0.119 -0.2 0.4 0.3
N 1.738 1.284 0.350 0.3 0.3 0.5
C 3.076 1.348 0.438 -0.2 0.3 0.3
C 3.939 0.314 1.078 -0.1 -0.1 -0.2
C 3.520 2.587 -0.028 0.0 0.0 0.0
C 2.386 3.283 -0.385 0.0 0.0 0.0
C 2.267 4.622 -1.027 -0.1 -0.1 0.1
N -1.144 2.696 -0.662 -0.2 0.3 -0.1
N -1.451 1.407 -0.936 0.1 0.2 0.2
C -2.398 1.448 -1.876 0.0 0.2 0.0
C -3.002 0.251 -2.528 0.2 0.0 0.1
C -2.689 2.775 -2.212 -0.1 -0.1 0.0
C -1.855 3.542 -1.428 -0.1 -0.1 0.0
C -1.694 5.027 -1.415 0.0 -0.1 0.1
H -0.654 0.059 5.216 0.0 0.0 0.0
H -1.774 -0.497 3.962 0.0 0.0 0.1
H -0.049 -0.800 3.785 0.0 -0.1 0.0
H -0.496 2.798 5.020 0.0 0.0 0.0
H -0.259 5.207 3.911 0.0 0.0 0.0
H 0.775 5.129 2.475 0.0 0.0 0.0
H -0.968 5.323 2.291 0.0 0.0 0.0
H 0.016 4.264 0.399 0.0 0.0 -0.1
H 3.439 -0.102 1.949 0.1 -0.1 0.0
H 4.151 -0.514 0.404 0.0 0.0 0.0
H 4.881 0.775 1.378 0.0 0.0 0.0
H 4.539 2.927 -0.118 0.0 0.0 0.0
H 3.235 5.119 -1.045 0.0 0.0 0.0
H 1.913 4.470 -2.049 0.0 0.1 0.0
H 1.552 5.255 -0.500 0.0 0.0 0.0
H -3.546 -0.366 -1.814 0.0 0.0 0.0
H -3.690 0.576 -3.307 0.0 0.0 0.0
H -2.215 -0.344 -2.989 -0.1 -0.1 -0.1
H -3.402 3.122 -2.942 0.0 0.0 0.0
H -2.379 5.465 -2.139 0.0 0.0 0.0
H -1.909 5.444 -0.430 0.0 0.0 0.0
H -0.672 5.302 -1.679 0.0 0.1 0.0
O 1.541 2.233 -3.085 0.1 0.0 -0.1
S 1.496 0.790 -3.102 0.6 1.0 -1.6
O 1.901 0.190 -4.353 0.0 -0.1 0.0
O 0.103 0.317 -2.702 -0.3 0.3 -0.9
O 2.266 0.204 -1.932 0.7 0.1 -0.6
C 1.641 -3.124 -4.329 0.0 0.0 0.0
C 1.874 -2.328 -3.195 0.2 -0.1 0.1
N 0.945 -2.067 -2.311 -0.6 -0.2 -0.3
C -0.279 -2.606 -2.481 0.2 -0.3 -0.6
C -0.609 -3.436 -3.570 0.3 0.4 0.4
C 0.402 -3.667 -4.520 -0.1 -0.1 0.0
C -1.929 -3.965 -3.653 -0.3 -0.1 0.1
C -2.826 -3.737 -2.665 0.0 -0.2 -0.2
C -2.510 -2.914 -1.542 0.4 0.1 0.1
C -3.408 -2.666 -0.499 0.3 0.3 0.3
C -3.013 -1.811 0.507 -0.6 -0.5 -0.1
C -1.788 -1.167 0.440 0.7 0.1 -0.4
N -0.920 -1.346 -0.564 -2.9 -2.0 0.3
C -1.253 -2.278 -1.494 -0.5 -0.1 0.1
H 2.434 -3.263 -5.050 0.0 0.0 0.0
H 2.844 -1.887 -3.010 0.0 0.1 0.0
H 0.176 -4.271 -5.391 0.0 0.0 0.0
H -2.206 -4.556 -4.518 0.0 0.0 0.0
H -3.821 -4.164 -2.717 0.0 0.0 0.0
H -4.385 -3.133 -0.490 0.0 0.0 0.0
H -3.664 -1.626 1.351 0.1 0.1 0.0
H -1.478 -0.461 1.194 0.0 0.2 0.1
C 2.283 -4.769 4.625 0.0 0.0 0.0
C 1.351 -4.274 3.556 -0.1 0.0 -0.1
C -0.006 -4.592 3.555 0.0 0.0 0.0
C -0.745 -4.066 2.509 0.0 0.0 0.1
N -0.230 -3.296 1.567 -0.1 0.1 -0.1
C 1.084 -3.002 1.655 -0.1 -0.1 0.1
S 1.860 -1.985 0.498 0.2 0.0 0.2
N 1.885 -3.503 2.622 0.1 0.0 0.1
H 1.845 -5.587 5.197 0.0 0.0 0.0
H 2.520 -3.953 5.310 0.0 0.0 0.0
H 3.218 -5.097 4.173 0.0 0.0 0.0
H -0.455 -5.209 4.321 0.0 0.0 0.0
H -1.810 -4.277 2.421 0.0 0.0 0.0
```
Forces are in eV/Å.